# 1
# C26H51Cl3EuN2O6PSi

A molecular structure, C26H51Cl3EuN2O6PSi (wB97M-V/def2-TZVPD, OMol25).

The geometry in XYZ format:
```
91
Properties=species:S:1:pos:R:3:forces:R:3
C -1.836 -1.853 -4.261 0.023 0.077 -0.262
C -1.351 -2.650 -3.094 0.697 -0.962 0.750
H -2.151 -2.504 -5.080 0.022 0.132 0.023
H -1.048 -1.182 -4.629 -0.157 -0.079 0.024
H -2.687 -1.227 -3.968 0.126 -0.043 -0.018
C -0.793 -3.869 -3.210 -0.630 0.578 0.146
C -0.560 -4.554 -4.514 0.115 -0.263 -0.459
H -0.527 -4.444 -2.320 -0.021 0.351 -0.197
H -0.258 -3.844 -5.302 -0.086 -0.298 0.206
H -1.458 -5.087 -4.867 0.248 0.092 0.035
H 0.238 -5.300 -4.393 -0.170 0.120 -0.200
Eu 0.514 1.288 -1.164 -0.680 -3.377 0.298
Cl -2.021 1.363 -0.006 0.585 0.374 -0.512
Cl 2.740 2.016 -2.451 -0.248 0.096 0.222
H 0.967 5.598 3.104 0.100 -0.112 -0.142
H -1.273 6.276 2.544 -0.030 -0.115 -0.282
C 1.190 5.285 2.078 -0.009 0.123 0.046
C -1.144 5.978 1.495 -0.041 -0.154 0.005
N -0.071 4.990 1.405 0.281 -0.089 -0.196
H 1.816 4.388 2.076 -0.163 0.271 0.010
C -0.170 3.923 0.619 -0.063 -0.047 0.152
O 0.772 3.123 0.400 -0.576 0.258 -0.245
H -2.077 5.539 1.121 0.235 0.110 0.127
H -1.167 3.749 0.183 0.284 0.077 0.212
H 1.717 6.105 1.571 -0.088 -0.204 0.073
H -0.910 6.874 0.900 0.016 -0.234 0.157
H 1.263 -1.753 -3.282 0.259 0.172 0.010
H 2.579 -4.155 -1.968 0.120 0.350 0.029
C 2.329 -1.506 -3.165 -0.784 -0.138 -0.161
C 3.379 -3.396 -1.936 0.110 0.103 0.108
N 2.828 -2.041 -1.901 0.757 0.407 0.582
H 2.461 -0.415 -3.198 0.011 -0.432 0.041
C 2.870 -1.334 -0.749 -0.616 -0.240 -0.736
O 2.139 -0.368 -0.457 0.753 -0.142 -0.288
H 3.977 -3.568 -1.033 -0.105 -0.017 -0.219
H 3.633 -1.722 -0.048 -0.549 0.131 0.022
H 2.893 -1.987 -3.977 -0.031 0.262 0.259
H 4.006 -3.529 -2.826 -0.054 0.089 0.237
O -0.470 -0.863 -1.915 2.086 2.276 0.729
C -1.347 -1.893 -1.761 -0.907 -0.195 0.196
C 0.150 -3.277 -0.212 -0.134 -0.072 0.147
C -1.129 -2.835 -0.555 0.209 0.283 -0.542
H 0.991 -2.869 -0.777 -0.376 -0.185 0.358
C 0.326 -4.246 0.784 0.136 0.329 -0.375
H -2.354 -1.452 -1.639 -0.184 -0.268 0.170
C -2.230 -3.357 0.113 -0.177 -0.252 0.087
H 1.343 -4.568 1.036 -0.443 -0.003 -0.022
C -0.785 -4.799 1.418 -0.124 0.020 0.024
C -2.069 -4.357 1.079 0.080 0.110 -0.017
H -3.227 -2.988 -0.165 0.392 -0.248 0.207
H -0.645 -5.574 2.175 -0.105 0.245 -0.208
H -2.945 -4.794 1.569 0.340 0.210 -0.143
Si -0.779 3.794 -3.894 0.216 0.339 -0.416
Cl -0.625 1.636 -3.650 -0.393 1.053 -0.529
C 0.954 4.492 -3.937 0.076 -0.192 -0.028
C -1.763 4.472 -2.460 -0.101 0.029 0.218
C -1.727 4.136 -5.471 0.085 -0.130 -0.066
H 1.545 4.131 -3.081 -0.158 0.201 -0.289
H 0.945 5.593 -3.928 -0.163 -0.256 0.002
H 1.486 4.165 -4.843 -0.137 0.046 0.266
H -1.165 3.837 -6.362 -0.096 0.003 0.127
H -1.942 5.216 -5.558 0.115 -0.373 0.146
H -2.681 3.597 -5.465 0.088 0.090 -0.037
H -1.961 3.700 -1.707 -0.115 0.121 -0.076
H -2.732 4.837 -2.828 0.175 -0.158 0.115
H -1.251 5.326 -1.989 -0.057 -0.277 -0.125
C -1.659 2.355 4.146 -0.036 0.173 0.156
C -1.124 1.199 3.343 -0.134 -0.518 -0.219
O -1.129 0.039 4.202 0.543 0.041 0.498
P -0.946 -1.473 3.582 -1.180 -0.127 -1.413
O -0.768 -2.365 4.925 0.186 0.614 0.873
C -0.899 -1.920 6.307 0.028 -0.468 -0.560
C 0.255 -1.075 6.782 0.105 0.177 0.071
O 0.543 -1.470 2.919 0.541 -0.285 0.782
C 1.732 -1.931 3.606 -0.442 0.404 -0.091
C 2.828 -1.986 2.578 0.380 -0.202 -0.203
H -2.668 2.140 4.521 0.247 0.003 -0.080
H -1.721 3.238 3.505 0.014 0.057 0.032
H -1.003 2.578 4.996 -0.151 -0.010 -0.096
H -1.740 1.040 2.441 0.222 -0.156 0.438
H -0.095 1.383 3.001 -0.155 -0.005 0.099
H -1.847 -1.391 6.430 0.068 -0.033 -0.079
H -0.943 -2.852 6.876 -0.066 0.120 -0.074
H 0.208 -0.075 6.348 0.104 -0.110 -0.020
H 0.177 -0.983 7.866 0.063 0.060 0.074
H 1.220 -1.536 6.550 -0.176 0.024 0.027
H 1.971 -1.231 4.420 0.010 -0.146 -0.203
H 1.557 -2.922 4.046 -0.059 0.263 -0.095
H 2.897 -1.056 2.007 -0.041 -0.015 0.234
H 3.784 -2.185 3.069 0.023 0.045 -0.050
H 2.644 -2.796 1.864 -0.061 0.119 0.122
```
Forces are in eV/Å.

Computed properties:
2S+1: 7
energy above the lowest of the compared OMol25 structures with the same formula, charge and spin: 0.00 kcal per mole
LUMO energy (spin up / spin down): -1.5 / 0.2 eV
gap between HOMO and LUMO (spin up / spin down): 0.22414 / 0.28966 Eh
DFT total energy: -117123.9842 eV
HOMO (spin up / spin down): -0.27753 / -0.28119 hartree



# 2
# C16H50N4O7

7 unconnected molecules or ions with the total composition C16H50N4O7 (wB97M-V/def2-TZVPD, OMol25).

The geometry in XYZ format:
```
77
Properties=species:S:1:pos:R:3:forces:R:3
C 38.605 -17.022 2.380 -0.412 -1.220 0.683
C 37.770 -16.813 1.138 1.030 1.165 -1.045
C 36.397 -16.221 1.384 -0.395 -0.200 0.817
O 35.774 -15.882 0.170 0.445 -0.045 -0.741
C 34.793 -14.887 0.301 -0.523 -0.220 0.900
N 38.557 -15.892 0.276 -0.470 -0.388 -0.474
H 39.594 -17.417 2.153 0.082 0.363 -0.366
H 38.193 -17.811 3.022 -0.273 0.302 0.073
H 38.704 -16.112 2.973 -0.016 0.070 -0.080
H 37.670 -17.714 0.525 -0.044 -0.178 0.379
H 36.502 -15.325 2.011 0.071 0.080 0.012
H 35.762 -16.925 1.937 -0.046 -0.027 0.065
H 35.199 -14.019 0.834 -0.011 0.134 -0.168
H 33.967 -15.275 0.911 -0.053 0.122 0.033
H 34.376 -14.595 -0.659 0.363 -0.117 -0.202
H 38.864 -15.064 0.772 -0.156 -0.018 0.167
H 37.909 -15.597 -0.453 0.366 0.189 -0.002
C 30.471 -12.846 3.511 -0.565 -0.272 0.095
C 30.689 -11.347 3.231 -0.532 -1.630 0.095
C 32.091 -11.073 2.753 -0.038 0.833 -0.627
O 33.024 -11.300 3.779 0.142 -0.270 0.102
C 34.250 -10.658 3.532 0.421 0.140 -0.140
N 29.719 -10.988 2.170 0.139 0.556 1.061
H 29.410 -13.110 3.560 -0.114 0.402 -0.006
H 30.848 -13.191 4.474 0.366 0.159 -0.110
H 30.831 -13.497 2.714 0.146 0.175 -0.127
H 30.507 -10.889 4.212 0.122 0.596 -0.266
H 32.152 -10.029 2.400 -0.003 0.049 0.237
H 32.322 -11.660 1.851 -0.065 -0.237 0.179
H 35.022 -11.063 4.186 -0.198 -0.026 0.232
H 34.165 -9.579 3.701 -0.007 0.043 0.041
H 34.623 -10.799 2.511 -0.239 -0.129 -0.100
H 28.831 -11.263 2.585 -0.144 -0.036 -0.488
H 29.655 -9.969 2.140 0.095 -0.118 -0.253
C 32.554 -12.115 6.897 -0.517 0.594 0.207
C 33.585 -11.124 7.455 0.482 -0.094 0.028
C 33.300 -9.645 7.160 -0.181 -0.840 -0.714
O 34.301 -8.835 7.722 0.028 -0.056 0.080
C 34.045 -7.450 7.588 -0.405 -0.235 1.334
N 33.756 -11.283 8.908 0.157 -0.650 -0.692
H 31.672 -11.597 6.510 -0.013 -0.069 -0.022
H 32.232 -12.810 7.672 0.021 -0.031 -0.016
H 32.992 -12.691 6.088 -0.173 -0.041 -0.091
H 34.493 -11.462 6.943 0.473 0.646 0.368
H 32.307 -9.497 7.609 0.005 0.581 0.034
H 33.246 -9.432 6.086 -0.226 -0.188 -0.086
H 34.361 -7.030 6.637 -0.002 -0.019 -0.151
H 34.538 -6.980 8.440 0.479 0.193 -0.352
H 32.991 -7.250 7.808 -0.159 0.025 -0.528
H 32.853 -11.147 9.347 0.125 0.135 0.234
H 34.425 -10.596 9.230 -0.213 0.116 0.221
C 35.659 -14.390 5.403 1.048 -0.589 0.002
C 36.026 -14.535 6.896 -1.198 0.291 0.070
C 37.087 -13.529 7.320 0.310 -0.668 -0.553
O 37.365 -13.576 8.693 0.228 -0.734 0.026
C 38.439 -12.730 9.060 -0.810 0.389 -0.166
N 34.776 -14.361 7.679 0.589 0.333 0.024
H 35.177 -13.455 5.113 -0.258 0.009 0.314
H 35.086 -15.268 5.106 -0.429 0.232 0.060
H 36.546 -14.471 4.765 0.160 0.165 0.171
H 36.356 -15.567 7.032 0.300 0.108 0.170
H 36.763 -12.506 7.082 0.104 -0.022 -0.398
H 37.960 -13.851 6.731 0.274 0.684 0.081
H 38.143 -11.706 8.800 0.208 0.153 0.276
H 39.382 -12.924 8.543 -0.040 -0.400 -0.019
H 38.539 -12.847 10.134 0.223 0.157 0.027
H 34.984 -14.518 8.665 0.036 -0.286 -0.118
H 34.676 -13.345 7.686 -0.654 -0.099 0.062
O 31.609 -16.850 2.281 0.010 -0.229 0.097
H 32.070 -16.458 3.037 -0.103 0.207 -0.221
H 31.410 -16.101 1.714 0.040 0.019 0.058
O 32.305 -15.608 6.342 0.283 -0.125 0.069
H 33.156 -15.446 6.790 -0.103 0.247 0.194
H 32.147 -16.554 6.440 -0.042 0.084 -0.063
O 32.873 -14.591 3.548 0.410 0.141 -0.226
H 33.278 -14.470 4.415 -0.229 -0.155 0.053
H 32.487 -13.732 3.336 0.278 -0.228 0.180
```
Forces are in eV/Å.

Computed properties:
energy above the lowest of the compared OMol25 structures with the same formula, charge and spin: 16.04 kcal per mole
LUMO energy: 0.5 eV
gap between HOMO and LUMO: 0.34959 Eh
DFT total energy: -37693.6206 eV
HOMO: -0.33220 hartree



# 3
# C4H6NO3

A gas-phase ion, C4H6NO3 (charge -1) (wB97M-V/def2-TZVPD, OMol25).

The geometry in XYZ format:
```
14
Properties=species:S:1:pos:R:3:forces:R:3
C 0.915 -1.113 1.644 -2.037 2.017 -4.584
N 0.024 -0.284 0.926 2.456 -2.697 1.597
C 0.763 0.636 -1.226 -3.156 0.766 -0.326
C -0.269 -0.245 -0.506 1.492 1.431 1.641
C -1.589 0.544 -0.401 1.394 -0.424 0.270
O -1.487 1.572 0.294 -0.742 1.150 0.100
O -2.532 -0.031 -0.886 -2.809 -0.544 -1.315
O 1.791 -1.795 1.168 0.591 -0.587 -0.081
H 0.597 -1.121 2.617 -0.235 0.018 3.262
H -0.507 0.410 1.420 -0.157 0.159 0.378
H 0.363 0.551 -2.241 1.209 0.198 -0.550
H 1.752 0.438 -0.992 1.961 -0.955 -0.244
H 0.584 1.685 -0.914 -0.079 -0.551 -0.027
H -0.405 -1.246 -0.902 0.112 0.019 -0.120
```
Forces are in eV/Å.

Computed properties:
energy above the lowest of the compared OMol25 structures with the same formula, charge and spin: 27.80 kcal per mole
LUMO energy: 3.9 eV
gap between HOMO and LUMO: 0.30010 Eh
DFT total energy: -11879.2636 eV
total charge: -1
HOMO: -0.15757 hartree